1.
The following is a DFT calculation (ωB97M-V with the def2-TZVPD basis set) of C25H21IrN5O6S as an isolated structure at a distorted geometry.

Values from the calculation:
total energy = -59677.28935 eV
spin multiplicity = 5
Kohn-Sham gap (spin up / spin down) = 5.132 / 6.112 eV
charge = -1
LUMO level (spin up / spin down) = 2.37 / 1.17 eV
relative energy (zero: lowest compared OMol25 entry of this formula, charge and spin) = 5.13 kcal/mol

Each line ends with the Löwdin charge.
Element x y z (Å)
C1 1.276 0.889 -3.574  -0.14
C2 1.893 0.406 -5.878  -0.10
O1 0.610 -0.049 3.576  0.07
H1 -0.385 2.394 4.474  0.13
N1 0.863 1.441 1.813  0.10
H2 5.587 -3.754 1.796  0.11
S1 -0.403 -0.950 -2.157  0.65
N2 1.101 3.483 0.695  0.23
C3 -2.079 -1.261 1.338  -0.05
H3 1.188 4.480 0.728  0.10
H4 -4.520 -1.395 2.167  0.10
C4 1.309 -2.079 1.127  -0.41
C5 0.538 -0.303 -3.505  -0.57
H5 3.463 -1.367 0.420  0.08
H6 -5.770 2.496 0.891  0.09
H7 -3.484 2.940 0.026  0.11
C6 1.936 1.218 -4.763  -0.04
H8 -2.378 -2.205 1.769  0.11
C7 0.918 2.780 1.796  -0.40
C8 4.527 -3.883 1.980  -0.03
N3 -0.693 -1.192 0.987  -0.23
H9 -0.295 4.824 4.021  0.09
C9 0.681 1.071 3.131  -0.47
H10 2.305 -5.920 3.529  0.09
C10 -4.996 1.744 0.988  -0.12
H11 0.744 -4.234 2.589  0.11
C11 -5.284 0.506 1.596  -0.13
C12 2.681 -5.089 2.947  -0.11
H12 1.184 2.978 -0.200  0.07
N4 0.027 -2.197 1.454  0.08
N5 0.797 3.373 3.014  -0.10
H13 -0.070 -2.034 -4.604  0.08
O2 1.037 1.619 -1.274  -0.26
C13 0.449 4.758 3.227  -0.04
H14 4.747 -5.665 3.130  0.09
C14 2.265 -3.072 1.665  -0.07
H15 1.309 5.369 3.511  0.09
C15 3.648 -2.942 1.442  -0.26
O3 -1.507 1.423 0.133  -0.24
H16 2.419 0.688 -6.781  0.09
H17 -6.277 0.303 1.980  0.09
H18 1.104 -1.433 -6.677  0.09
C16 0.499 -1.114 -4.655  -0.15
O4 4.197 -1.940 0.734  0.07
C17 1.431 1.906 -2.473  -0.57
C18 -4.306 -0.440 1.699  -0.07
C19 1.810 -4.154 2.422  -0.03
Ir1 0.112 0.170 -0.150  1.30
C20 4.049 -4.944 2.721  -0.10
O5 1.920 3.002 -2.720  0.03
C21 -2.680 1.070 0.607  -0.34
H19 -0.001 5.182 2.329  0.08
C22 1.160 -0.775 -5.818  -0.10
H20 2.486 2.149 -4.773  0.11
C23 0.593 2.330 3.993  -0.05
C24 -3.722 1.998 0.507  -0.05
H21 1.370 2.311 4.759  0.13
O6 1.756 -1.142 0.352  -0.18
C25 -2.967 -0.227 1.210  -0.17

=====

2.
The following is a DFT calculation (ωB97M-V with the def2-TZVPD basis set) of C34H32N2O7SeTaTe as an isolated structure.

Values from the calculation:
total energy = -127279.88322 eV
Kohn-Sham gap = 7.158 eV
charge = +1
LUMO level = -3.79 eV
relative energy (zero: lowest compared OMol25 entry of this formula, charge and spin) = 0.90 kcal/mol

Each line ends with the Löwdin charge.
Element x y z (Å)
H1 -2.868 7.368 -4.725  0.11
H2 -7.958 1.391 0.572  0.09
Ta1 -0.331 1.018 0.878  1.38
C1 0.344 3.963 -0.666  -0.38
C2 -4.157 1.193 -2.657  -0.07
O1 1.175 -0.655 0.140  0.01
C3 -3.082 -0.212 -1.036  -0.59
C4 -7.795 1.577 1.635  -0.04
H3 4.866 2.951 -3.655  0.11
O2 -0.403 0.726 -1.376  -0.09
H4 -2.788 -0.280 3.584  0.02
H5 -6.162 0.184 3.304  0.12
H6 -0.543 -2.637 1.495  0.12
C5 -6.337 1.805 1.919  -0.25
C6 -0.065 1.929 -1.532  -0.55
H7 2.507 2.395 -3.276  0.11
C7 -3.644 -1.093 -3.193  -0.07
H8 0.851 5.261 -4.619  0.12
C8 -3.095 -1.272 -1.931  -0.12
C9 -0.982 6.353 -4.813  -0.06
C10 4.206 3.692 -3.224  -0.07
C11 -5.654 2.849 1.309  -0.01
C12 2.010 4.328 -2.472  -0.17
H9 -0.734 6.729 -5.797  0.11
O3 1.831 1.576 4.166  0.17
H10 5.732 5.185 -3.050  0.11
H11 -2.682 -2.231 -1.649  0.10
C13 -4.289 1.181 3.069  -0.35
H12 -4.303 -0.433 4.477  0.08
N1 0.082 2.618 -0.367  0.00
C14 1.375 0.891 3.312  -0.60
C15 -3.618 1.019 -1.391  -0.12
H13 -1.836 5.049 -1.291  0.09
C16 2.500 5.587 -2.131  -0.02
O4 1.797 -2.792 0.026  0.20
C17 -0.091 5.520 -4.152  -0.02
H14 -3.146 3.841 -0.103  0.05
H15 -8.386 2.452 1.908  0.09
C18 0.536 4.040 -2.215  -0.23
C19 0.379 -2.149 1.815  -0.11
C20 -3.630 2.229 2.422  -0.52
C21 2.867 3.381 -3.012  -0.03
Se1 -2.349 -0.481 0.715  0.83
H16 -3.660 -1.919 -3.891  0.11
H17 -3.411 6.521 -2.465  0.11
C22 3.834 5.890 -2.335  -0.05
O5 0.400 4.867 0.106  0.16
C23 -2.179 6.711 -4.212  -0.07
C24 -2.485 6.233 -2.945  -0.06
H18 1.834 6.325 -1.703  0.13
H19 0.459 -0.645 4.493  0.15
C25 0.949 -0.551 3.526  -0.05
C26 -4.170 0.138 -3.560  -0.07
H20 -3.634 1.831 -0.673  0.07
H21 -3.166 0.854 4.879  0.08
C27 -3.598 0.282 4.056  -0.10
C28 1.163 -1.791 0.581  -0.46
H22 0.018 2.354 -3.548  0.19
C29 -1.599 5.395 -2.288  -0.02
H23 -4.353 4.962 0.518  0.09
H24 -8.178 0.723 2.190  0.08
N2 0.165 2.663 -2.601  0.22
H25 -2.855 4.693 1.408  0.05
C30 -3.625 4.206 0.810  -0.08
O6 0.040 -0.952 2.489  -0.28
C31 -4.303 3.078 1.540  -0.33
H26 2.232 -2.498 -0.793  0.16
H27 -4.598 0.272 -4.544  0.11
C32 -0.398 5.033 -2.886  -0.15
Te1 -1.555 2.465 2.750  1.17
O7 1.197 1.291 2.035  -0.28
C33 4.690 4.944 -2.886  -0.07
H28 1.848 -1.170 3.513  0.15
C34 -5.640 0.990 2.801  0.00
H29 -6.187 3.507 0.631  0.13
H30 4.208 6.868 -2.066  0.11
H31 -4.578 2.151 -2.933  0.11
H32 0.939 -2.835 2.449  0.16

=====

3.
The following is a DFT calculation (ωB97M-V with the def2-TZVPD basis set) of an isolated ion of composition C4H8NO2S and charge +1 at a distorted geometry.

Values from the calculation:
total energy = -20685.97829 eV
spin multiplicity = 3
Kohn-Sham gap (spin up / spin down) = 6.347 / 6.017 eV
charge = +1
LUMO level (spin up / spin down) = -3.74 / -7.87 eV
relative energy (zero: lowest compared OMol25 entry of this formula, charge and spin) = 0.00 kcal/mol

Each line ends with the Löwdin charge.
Element x y z (Å)
C1 2.389 1.428 -0.663  -0.20
C2 -2.162 -0.329 -0.379  -0.24
O1 2.672 0.440 -1.666  -0.03
H1 -1.981 -1.235 2.744  0.11
S1 -1.384 1.293 -0.393  1.04
C3 -2.365 -1.063 0.707  -0.12
H2 3.050 2.313 -0.685  0.15
H3 0.595 -0.248 -0.938  0.13
H4 -2.925 -2.010 0.515  0.17
H5 3.073 0.662 -2.528  0.12
N1 -1.795 -0.818 1.904  0.26
H6 2.635 1.141 0.351  0.13
C4 0.144 0.764 -0.779  -0.59
H7 -1.144 -0.070 2.112  0.14
H8 -2.638 -0.674 -1.205  0.07
O2 1.004 1.708 -0.701  -0.13

=====

4.
The following is a DFT calculation (ωB97M-V with the def2-TZVPD basis set) of C12H24BeNO15 as an isolated structure at a distorted geometry.

Values from the calculation:
total energy = -45429.51156 eV
spin multiplicity = 2
Kohn-Sham gap (spin up / spin down) = 7.199 / 7.570 eV
LUMO level (spin up / spin down) = 0.43 / -0.74 eV

Each line ends with the Löwdin charge.
Element x y z (Å)
O1 1.455 -6.262 -12.976  0.02
C1 5.340 -7.403 -13.047  -0.04
H1 -2.309 -5.711 -8.977  0.11
H2 -3.846 -6.528 -8.688  0.09
C2 -2.768 -6.674 -8.754  -0.01
C3 -1.537 -11.430 -9.930  -0.04
H3 4.537 -6.726 -12.755  0.07
H4 1.867 -8.061 -14.887  0.09
O2 4.108 -10.574 -12.896  0.03
O3 -0.236 -7.749 -8.682  0.00
H5 3.473 -11.507 -7.808  0.10
O4 -0.421 -7.637 -6.417  0.02
C4 0.677 -11.076 -9.338  -0.58
H6 6.150 -7.325 -12.321  0.11
H7 2.339 -4.366 -11.859  0.09
H8 -2.756 -7.405 -9.563  0.09
C5 4.015 -9.304 -12.641  -0.57
H9 5.691 -6.985 -13.990  0.10
O5 1.564 -11.547 -8.536  0.03
C6 1.309 -7.341 -15.486  -0.04
O6 -2.144 -7.200 -7.566  0.03
O7 3.145 -8.811 -11.863  0.02
H10 0.890 -9.290 -6.078  0.09
H11 1.532 -7.556 -16.531  0.10
C7 2.694 -3.862 -12.758  -0.11
O8 1.845 -6.061 -15.267  0.00
C8 -0.886 -7.518 -7.646  -0.60
O9 2.471 -4.458 -13.943  0.02
H12 2.741 -9.906 -8.236  0.09
H13 2.243 -11.585 -12.924  0.10
H14 3.761 -3.937 -12.548  0.10
C9 0.872 -8.201 -6.112  -0.01
H15 -1.386 -11.738 -10.964  0.10
H16 0.249 -7.306 -15.232  0.10
C10 2.870 -10.949 -8.525  0.01
H17 -2.435 -12.018 -9.736  0.09
H18 3.634 -12.518 -12.174  0.10
O10 3.592 -6.350 -10.614  -0.10
C11 3.171 -11.548 -12.352  0.00
N1 3.992 -7.012 -9.634  -0.65
O11 4.972 -8.721 -13.287  0.05
Be1 1.217 -7.647 -10.752  0.84
H19 2.800 -11.261 -11.368  0.04
H20 1.137 -7.918 -5.094  0.10
H21 -1.707 -10.358 -9.835  0.09
O12 0.859 -10.146 -10.169  0.00
O13 -0.448 -11.754 -9.074  0.02
H22 2.460 -2.802 -12.658  0.10
O14 5.163 -7.184 -9.290  0.01
C12 1.889 -5.672 -13.968  -0.52
O15 3.115 -7.507 -9.015  -0.06
H23 1.647 -7.922 -6.826  0.08
H24 3.379 -11.038 -9.485  0.08

=====

5.
The following is a DFT calculation (ωB97M-V with the def2-TZVPD basis set) of an isolated ion of composition C5H13N2 and charge +1 at a distorted geometry.

Values from the calculation:
total energy = -8368.25714 eV
Kohn-Sham gap = 9.203 eV
charge = +1
LUMO level = -3.28 eV
relative energy (zero: lowest compared OMol25 entry of this formula, charge and spin) = 58.88 kcal/mol
SMILES string = C=C(CC[NH3+])NC

Each line ends with the Löwdin charge.
Element x y z (Å)
H1 -1.413 1.277 0.115  0.07
H2 -0.310 -1.973 1.994  0.17
H3 -1.822 1.605 -1.537  0.09
H4 -1.266 -0.637 1.873  0.13
H5 0.889 0.160 2.453  0.11
H6 1.994 1.284 0.292  0.18
H7 -0.706 -1.292 0.418  0.17
H8 1.230 -0.984 -2.640  0.10
C1 0.547 0.210 -0.915  -0.41
C2 1.494 -0.331 -1.735  0.09
N1 -0.477 -1.087 1.485  0.17
H9 0.387 1.715 0.670  0.10
H10 1.650 -0.915 1.483  0.13
C3 0.902 0.841 0.348  -0.15
H11 -1.013 -0.838 -1.771  0.15
H12 2.518 0.039 -1.484  0.08
H13 -2.804 0.491 -0.691  0.09
C4 0.810 -0.235 1.471  -0.09
C5 -1.796 0.843 -0.807  -0.07
N2 -0.814 -0.173 -1.022  -0.11